Record 1
{"formula": "C5H10N", "method": "ωB97M-V/def2-TZVPD", "lumo_ev": [-3.75, -5.89], "homo_ev": [-9.896, -16.057], "de_lowest_kj_mol": 225.7, "energy_ev": -6823.893, "multiplicity": 3, "gap_ev": [6.1, 10.2], "total_charge": 1, "elements": ["C", "C", "C", "C", "C", "N", "H", "H", "H", "H", "H", "H", "H", "H", "H", "H"], "xyz": [[0.0423, 0.8594, -1.0798], [0.0979, 1.0285, 1.0743], [-0.7461, 0.4566, 0.0114], [1.0575, 0.4601, -0.0431], [-1.7381, -0.5983, 0.0279], [1.6729, -0.8919, -0.0346], [0.0539, 0.1970, -1.9389], [0.2387, 2.0041, -1.4048], [0.1262, 2.0938, 1.1495], [-0.0238, 0.5904, 2.0539], [-2.1039, -0.9925, -0.9778], [-2.7243, -0.1947, 0.5777], [-1.4816, -1.5095, 0.6707], [1.0354, -1.6886, 0.2725], [2.4389, -0.9001, 0.6417], [2.0542, -0.9142, -1.0007]]}


Record 2
{"formula": "C40H70NO19P", "method": "ωB97M-V/def2-TZVPD", "lumo_ev": 0.50, "homo_ev": -7.641, "smiles": "CCCCCCCCCCCP(CCO)N=C(C)C.C[C@@H]1COC(=O)O1.C[C@@H]1COC(=O)O1.C[C@@H]1COC(=O)O1.C[C@@H]1COC(=O)O1.C[C@@H]1COC(=O)O1.C[C@@H]1COC(=O)O1", "energy_ev": -92297.291, "gap_ev": 8.1, "total_charge": 0, "elements": ["C", "C", "C", "C", "C", "C", "C", "C", "C", "C", "C", "P", "C", "C", "O", "N", "C", "C", "C", "H", "H", "H", "H", "H", "H", "H", "H", "H", "H", "H", "H", "H", "H", "H", "H", "H", "H", "H", "H", "H", "H", "H", "H", "H", "H", "H", "H", "H", "H", "H", "H", "H", "H", "C", "C", "C", "O", "C", "O", "O", "H", "H", "H", "H", "H", "H", "C", "C", "C", "O", "C", "O", "O", "H", "H", "H", "H", "H", "H", "C", "C", "C", "O", "C", "O", "O", "H", "H", "H", "H", "H", "H", "C", "C", "C", "O", "C", "O", "O", "H", "H", "H", "H", "H", "H", "C", "C", "C", "O", "C", "O", "O", "H", "H", "H", "H", "H", "H", "C", "C", "C", "O", "C", "O", "O", "H", "H", "H", "H", "H", "H"], "xyz": [[0.9107, 2.7380, 1.6630], [1.0516, 1.6653, 2.7603], [2.1878, 0.6808, 2.5033], [1.9410, -0.4209, 1.4632], [0.6360, -1.2106, 1.6068], [-0.6638, -0.6125, 1.0394], [-0.5423, 0.2329, -0.2360], [-1.6968, 1.2703, -0.3323], [-2.6057, 1.0553, -1.5322], [-3.6421, -0.0752, -1.3467], [-5.0928, 0.4452, -1.2636], [-5.5208, 0.6096, 0.5224], [-6.9949, 1.7321, 0.6648], [-7.0699, 2.2420, 2.1053], [-7.8272, 1.2928, 2.8607], [-6.1576, -0.9892, 0.8468], [-5.2991, -1.6765, 1.5056], [-4.6431, -1.2092, 2.7816], [-4.8814, -3.0447, 1.0378], [1.3817, 3.6517, 2.0121], [1.4129, 2.4517, 0.7443], [-0.1385, 2.9664, 1.5104], [0.1050, 1.1881, 2.9879], [1.3172, 2.2117, 3.6650], [3.0255, 1.2776, 2.1463], [2.4677, 0.2294, 3.4531], [2.1206, -0.0458, 0.4668], [2.7389, -1.1407, 1.6176], [0.8197, -2.2063, 1.2158], [0.4859, -1.3553, 2.6792], [-1.2130, -0.0938, 1.8165], [-1.3007, -1.4592, 0.7782], [0.3789, 0.7933, -0.2863], [-0.6790, -0.4312, -1.0828], [-1.2544, 2.2569, -0.4522], [-2.2973, 1.3047, 0.5746], [-2.0527, 0.9259, -2.4512], [-3.1642, 1.9797, -1.6710], [-3.6149, -0.6953, -2.2367], [-3.4252, -0.6563, -0.4538], [-5.7491, -0.2698, -1.7576], [-5.2160, 1.4007, -1.7653], [-6.9444, 2.5749, -0.0159], [-7.8926, 1.1355, 0.5131], [-7.4994, 3.2409, 2.1532], [-6.0519, 2.2416, 2.4992], [-7.5931, 1.4123, 3.7938], [-5.1416, -0.3316, 3.1667], [-4.7121, -2.0202, 3.5069], [-3.5953, -0.9695, 2.6114], [-5.6476, -3.7730, 1.2922], [-4.7072, -2.9986, -0.0292], [-3.9540, -3.3068, 1.5378], [7.0843, -0.6202, 1.1690], [6.1183, -1.5251, 0.4496], [6.5246, -1.8985, -0.9455], [5.2519, -2.1263, -1.5749], [4.3390, -1.3638, -0.9258], [3.2277, -1.1801, -1.3124], [4.8614, -0.8518, 0.2204], [6.6819, -0.3336, 2.1339], [8.0414, -1.1201, 1.3217], [7.2488, 0.3002, 0.6088], [5.9137, -2.4142, 1.0527], [7.1405, -2.7936, -0.9762], [7.0310, -1.0901, -1.4782], [1.8385, 3.1911, -2.4610], [2.5574, 4.3717, -1.8637], [2.3284, 5.6797, -2.5821], [3.5369, 6.3981, -2.2995], [4.5178, 5.4795, -2.0962], [5.6761, 5.7338, -2.0314], [3.9873, 4.2366, -1.9844], [2.1100, 2.2718, -1.9398], [0.7592, 3.3216, -2.3972], [2.1143, 3.0581, -3.5079], [2.3210, 4.4626, -0.7992], [1.4640, 6.2275, -2.2145], [2.2439, 5.5538, -3.6645], [-8.6803, -2.9857, 0.1474], [-8.9123, -3.8109, -1.0908], [-10.1330, -3.4274, -1.8929], [-10.4841, -4.6670, -2.5234], [-10.0371, -5.6708, -1.7253], [-10.3269, -6.8155, -1.8538], [-9.2170, -5.1812, -0.7623], [-7.8304, -3.3697, 0.7079], [-8.4774, -1.9480, -0.1080], [-9.5483, -3.0285, 0.8084], [-8.0162, -3.8119, -1.7182], [-9.9347, -2.6627, -2.6398], [-10.9670, -3.1107, -1.2623], [0.2219, 4.6863, -7.5782], [0.2235, 3.3522, -6.8756], [-0.8861, 2.4125, -7.2863], [-1.0683, 1.6250, -6.1014], [-0.6885, 2.3835, -5.0463], [-0.8883, 2.1081, -3.9069], [-0.0487, 3.5033, -5.4688], [1.0005, 5.3325, -7.1739], [0.3961, 4.5575, -8.6461], [-0.7306, 5.1975, -7.4328], [1.2006, 2.8715, -6.9750], [-0.6242, 1.7781, -8.1292], [-1.8211, 2.9346, -7.5022], [4.1414, -6.6939, -0.1638], [5.6420, -6.7324, -0.0209], [6.1419, -7.2880, 1.2916], [7.3984, -6.6142, 1.4446], [7.3122, -5.4371, 0.7806], [8.1059, -4.5566, 0.8642], [6.1940, -5.4030, 0.0116], [3.8589, -6.2096, -1.0979], [3.7293, -7.7028, -0.1544], [3.6916, -6.1188, 0.6467], [6.0907, -7.2579, -0.8683], [6.2856, -8.3654, 1.2776], [5.5000, -7.0187, 2.1336], [5.3954, 3.7370, 6.8584], [5.1574, 3.0443, 5.5404], [4.9328, 1.5530, 5.6352], [5.4061, 1.0969, 4.3626], [6.3393, 1.9843, 3.9317], [7.0562, 1.8034, 3.0023], [6.3289, 3.0978, 4.7056], [5.6243, 4.7903, 6.7003], [4.5140, 3.6631, 7.4954], [6.2470, 3.2955, 7.3776], [4.3408, 3.5290, 4.9979], [3.8887, 1.2815, 5.7735], [5.5360, 1.0860, 6.4176]]}


Record 3
{"formula": "C22H25FN4O2", "method": "ωB97M-V/def2-TZVPD", "lumo_ev": -0.07, "homo_ev": -8.387, "smiles": "CCc1nn(CC(=O)NCCC2=CCCCC2)c(=O)c2cc3cc(F)ccc3n12", "de_lowest_kj_mol": 0.0, "energy_ev": -35993.651, "gap_ev": 8.3, "total_charge": 0, "elements": ["C", "C", "C", "N", "N", "C", "C", "O", "N", "C", "C", "C", "C", "C", "C", "C", "C", "C", "O", "C", "C", "C", "C", "C", "F", "C", "C", "C", "N", "H", "H", "H", "H", "H", "H", "H", "H", "H", "H", "H", "H", "H", "H", "H", "H", "H", "H", "H", "H", "H", "H", "H", "H", "H"], "xyz": [[3.4798, -0.5234, 0.6867], [3.2499, 0.8607, 1.2985], [1.8270, 1.2838, 1.1235], [1.5953, 2.1274, 0.1925], [0.3484, 2.5276, -0.1169], [0.2585, 3.4874, -1.1975], [0.0336, 2.8178, -2.5681], [0.8295, 2.9261, -3.4753], [-1.1193, 2.1358, -2.6417], [-1.4971, 1.4136, -3.8365], [-0.7641, 0.0676, -3.9679], [-1.0676, -0.8608, -2.8220], [-2.1862, -1.5719, -2.7786], [-2.5545, -2.5074, -1.6686], [-1.3504, -2.8332, -0.7904], [-0.6072, -1.5457, -0.4563], [-0.0335, -0.9376, -1.7321], [-0.7797, 2.0503, 0.4964], [-1.8997, 2.3607, 0.1131], [-0.5058, 1.1575, 1.6056], [-1.3814, 0.5670, 2.4750], [-0.6095, -0.2316, 3.3505], [-0.9740, -1.0479, 4.4229], [0.0341, -1.7034, 5.0825], [-0.2703, -2.5041, 6.1255], [1.3777, -1.5816, 4.7228], [1.7492, -0.7801, 3.6665], [0.7548, -0.0969, 2.9692], [0.8034, 0.7639, 1.8934], [4.5126, -0.8282, 0.8335], [3.2780, -0.4899, -0.3808], [2.8297, -1.2712, 1.1356], [3.5242, 0.8772, 2.3534], [3.8643, 1.5904, 0.7715], [-0.5772, 4.1601, -0.9875], [1.1998, 4.0359, -1.2341], [-1.7259, 2.0992, -1.8311], [-1.2409, 2.0348, -4.7002], [-2.5755, 1.2528, -3.8087], [-1.0734, -0.3862, -4.9110], [0.3071, 0.2673, -4.0158], [-2.9085, -1.4873, -3.5803], [-3.3394, -2.0423, -1.0618], [-2.9762, -3.4243, -2.0884], [-0.6791, -3.5083, -1.3253], [-1.6759, -3.3332, 0.1239], [0.1926, -1.7420, 0.2626], [-1.3084, -0.8433, -0.0012], [0.8038, -1.5487, -2.0881], [0.3651, 0.0614, -1.5367], [-2.4438, 0.6976, 2.4774], [-2.0034, -1.1588, 4.7213], [2.1176, -2.1266, 5.2866], [2.7918, -0.7080, 3.4121]]}


Record 4
{"formula": "C3H9N3O", "method": "ωB97M-V/def2-TZVPD", "lumo_ev": [0.01, 0.01], "homo_ev": [-7.711, -7.711], "de_lowest_kj_mol": 533.6, "energy_ev": -9770.009, "gap_ev": [7.7, 7.7], "total_charge": 0, "elements": ["C", "N", "N", "N", "H", "H", "H", "H", "H", "C", "C", "O", "H", "H", "H", "H"], "xyz": [[0.5930, 0.1041, 0.0843], [0.4580, 1.3885, 0.7343], [1.4835, -0.7937, 0.8111], [0.9825, 0.2451, -1.3060], [1.3682, 1.7856, 0.9432], [-0.0483, 1.2683, 1.6064], [1.6279, -1.6526, 0.2897], [2.3946, -0.3613, 0.9284], [0.9160, 1.2320, -1.5564], [-0.8155, -0.6000, -0.0430], [-1.9840, -0.1072, 0.4599], [-0.6663, -0.1157, -1.8086], [-0.6862, -0.9002, -2.3864], [-0.6989, -1.6783, -0.0672], [-2.1685, 0.9563, 0.4913], [-2.7559, -0.7709, 0.8189]]}


Record 5
{"formula": "C7H38BF4O12", "method": "ωB97M-V/def2-TZVPD", "lumo_ev": 2.22, "homo_ev": -7.946, "de_lowest_kj_mol": 0.0, "energy_ev": -43996.512, "gap_ev": 10.2, "total_charge": -1, "elements": ["B", "F", "F", "F", "F", "C", "O", "H", "H", "H", "H", "C", "O", "H", "H", "H", "H", "C", "O", "H", "H", "H", "H", "C", "O", "H", "H", "H", "H", "C", "O", "H", "H", "H", "H", "C", "O", "H", "H", "H", "H", "C", "O", "H", "H", "H", "H", "O", "H", "H", "O", "H", "H", "O", "H", "H", "O", "H", "H", "O", "H", "H"], "xyz": [[-0.6693, 0.5540, 0.0155], [-0.7205, 1.2950, -1.1872], [-0.5679, -0.8032, -0.3025], [0.5067, 0.9887, 0.6751], [-1.7910, 0.8428, 0.7424], [-3.2132, -3.5856, 0.4467], [-3.9446, -2.6013, 1.2343], [-3.6076, -4.6017, 0.4492], [-3.1621, -3.1914, -0.5682], [-2.1855, -3.7300, 0.7800], [-3.3401, -1.8777, 1.4146], [1.4280, -1.2734, -4.6697], [1.6595, -2.0514, -5.9168], [1.5553, -1.9917, -3.8598], [2.2036, -0.5575, -4.3976], [0.4323, -0.8328, -4.7202], [1.9244, -1.4955, -6.6532], [2.6024, -3.7806, 2.5828], [2.8987, -2.6945, 3.4279], [3.2898, -3.8868, 1.7435], [2.3989, -4.7131, 3.1092], [1.7451, -3.4229, 2.0126], [2.8669, -1.8548, 2.9638], [4.1155, 1.8835, 4.3244], [5.2554, 1.3646, 3.6126], [3.6355, 1.1477, 4.9697], [4.6148, 2.7158, 4.8205], [3.4120, 2.1805, 3.5465], [4.9616, 0.7145, 2.9702], [0.6874, -6.1280, -1.5745], [-0.3153, -7.0367, -1.7015], [0.4703, -5.1243, -1.2093], [1.4654, -6.4505, -0.8825], [1.1624, -6.0162, -2.5492], [-0.6547, -6.7652, -2.5574], [2.2883, 3.9629, -2.9930], [2.3759, 3.8108, -1.6307], [3.2262, 4.4318, -3.2906], [2.2161, 3.0200, -3.5350], [1.3897, 4.4632, -3.3540], [1.5922, 3.3470, -1.3268], [-3.7939, 5.3764, 0.7700], [-3.4751, 6.6119, 1.2990], [-4.4305, 4.7610, 1.4057], [-4.2477, 5.4413, -0.2189], [-2.8443, 4.8417, 0.7938], [-3.1513, 6.5582, 2.2012], [-3.1231, -0.0510, 4.9988], [-2.5515, -0.7865, 5.2194], [-2.5260, 0.6381, 4.7077], [-4.6607, 1.9621, -1.7147], [-5.2050, 1.1913, -1.5541], [-3.9654, 1.9057, -1.0593], [4.3278, -0.3546, 0.2292], [4.6571, -0.5456, -0.6490], [3.5579, 0.1950, 0.0826], [-3.6577, 1.4908, -5.6298], [-4.5122, 1.6817, -5.2430], [-3.0334, 1.6459, -4.9209], [-0.6431, 2.2727, 4.4589], [-0.6121, 3.1700, 4.1270], [-0.3180, 1.7376, 3.7349]]}


Record 6
{"formula": "C5H14", "method": "ωB97M-V/def2-TZVPD", "lumo_ev": 1.14, "homo_ev": -11.314, "smiles": "CCC.CC", "de_lowest_kj_mol": 49.8, "energy_ev": -5411.533, "gap_ev": 12.5, "total_charge": 0, "elements": ["C", "C", "C", "H", "H", "H", "H", "H", "H", "H", "H", "C", "C", "H", "H", "H", "H", "H", "H"], "xyz": [[0.1721, 1.1970, -2.4778], [-0.7504, 0.7087, -1.3338], [-0.8305, -0.8366, -1.4501], [-0.0533, 0.5296, -3.3009], [0.0563, 2.2483, -2.7220], [1.2105, 1.1289, -2.1571], [-0.3573, 0.9435, -0.3452], [-1.7467, 1.1558, -1.4071], [0.1520, -1.2660, -1.6614], [-1.0513, -1.3506, -0.5116], [-1.5322, -1.0657, -2.2505], [1.0847, 0.1521, 2.4383], [0.0759, -0.9785, 2.4765], [1.6848, 0.0300, 1.5220], [0.8345, 1.1895, 2.6272], [1.8575, -0.0862, 3.1920], [-0.6778, -0.8210, 1.6849], [0.4334, -1.9913, 2.3262], [-0.5623, -0.8875, 3.3504]]}


Record 7
{"formula": "C5H5NO2", "method": "ωB97M-V/def2-TZVPD", "lumo_ev": -0.03, "homo_ev": -10.015, "smiles": "CC(=O)c1ncco1", "de_lowest_kj_mol": 414.4, "energy_ev": -10847.021, "gap_ev": 10.0, "total_charge": 0, "elements": ["C", "C", "O", "C", "N", "C", "C", "O", "H", "H", "H", "H", "H"], "xyz": [[2.2521, -0.5639, 0.4663], [1.0371, 0.1690, 0.9503], [1.1286, 1.0822, 1.8216], [-0.4054, -0.3151, 0.2556], [-1.3837, 0.1895, 0.8944], [-2.4225, 0.4946, -0.2240], [-1.8338, 0.1850, -1.4134], [-0.5847, -0.4434, -1.1236], [2.8543, 0.2080, -0.4445], [3.0231, -0.1463, 1.2111], [2.1743, -1.6959, 0.1330], [-3.5241, 0.8937, -0.1208], [-2.3153, -0.0576, -2.4060]]}


Record 8
{"formula": "C5H7ClN2", "method": "ωB97M-V/def2-TZVPD", "lumo_ev": -0.23, "homo_ev": -8.412, "smiles": "C=C(/C=N\\N)/C=C/Cl", "de_lowest_kj_mol": 524.3, "energy_ev": -20795.834, "gap_ev": 8.2, "total_charge": 0, "elements": ["C", "C", "C", "N", "N", "C", "C", "Cl", "H", "H", "H", "H", "H", "H", "H"], "xyz": [[-0.2083, -0.7343, -2.2087], [0.3400, -0.5124, -0.9685], [1.8096, -1.0859, -0.7984], [2.5734, -1.5991, 0.2299], [1.9256, -1.7502, 1.4816], [-0.3486, 0.1245, 0.1362], [-1.1894, 1.1402, -0.1680], [-2.1692, 2.1483, 0.9120], [-1.3242, -0.9678, -2.5212], [0.4948, -1.4058, -2.6504], [2.2536, -1.1907, -2.0196], [2.5074, -2.2273, 2.1223], [0.7658, -2.0581, 1.6015], [-0.2214, -0.2067, 1.1594], [-1.5130, 1.3882, -1.1314]]}